[1]
A molecular structure, C7H20AgN6O7 in a non-equilibrium geometry. Source: the Open Molecules 2025 dataset; level of theory: wB97M-V/def2-TZVPD.

XYZ file:
```
41
C7H20AgN6O7 (wB97M-V/def2-TZVPD)
Ag 0.24734 0.43389 0.03791
O 1.32053 -1.65368 1.21791
C 2.71679 -1.37791 1.12873
C 3.68107 -2.40430 0.43495
O 3.56878 -2.74579 -0.93078
H 3.08809 -1.13078 2.14059
H 2.72782 -0.43301 0.56807
H 3.63895 -3.40213 0.91046
H 4.71538 -2.11872 0.71837
O 0.69722 -0.31770 -2.40628
C -0.46208 -0.09422 -3.14043
C -1.65962 0.89115 -2.69094
O -1.96445 0.85831 -1.32770
H -0.87991 -1.07557 -3.41486
H -0.10968 0.32994 -4.10274
H -2.53926 0.59223 -3.29372
H -1.55758 1.92411 -3.07347
C -1.59642 0.88765 3.44148
O -1.53585 1.06285 2.24985
N -2.66434 0.35369 4.08429
N -0.56235 1.19151 4.25974
H -2.61573 0.21773 5.07637
H -3.44121 0.10985 3.49485
H -0.69016 1.36760 5.24035
H 0.30348 1.47268 3.82988
C -2.30232 -3.00918 -0.08396
O -2.13689 -4.01667 0.59739
N -1.42579 -1.97675 -0.04129
N -3.28861 -2.73275 -0.95722
H -0.68788 -2.00568 0.65824
H -1.69090 -1.10283 -0.48455
H -3.29643 -1.84228 -1.42942
H -4.09555 -3.33125 -0.90796
C 1.79995 2.84238 -1.03584
O 1.63236 2.19789 -0.00927
N 2.16252 4.12514 -1.01922
N 1.45946 2.40534 -2.25695
H 2.19913 4.57853 -1.91304
H 2.44623 4.52917 -0.14465
H 1.58758 2.99476 -3.05819
H 1.21033 1.40480 -2.36699
```

Properties
Electronic energy = -1280.603032 Eh
Total charge = -3
E_HOMO = 4.2 eV
Orbital gap = 0.08102 Eh

[2]
A gas-phase ion, C5H9N2 (charge +1) in a non-equilibrium geometry. Source: the Open Molecules 2025 dataset; level of theory: wB97M-V/def2-TZVPD.

XYZ file:
```
16
C5H9N2 (wB97M-V/def2-TZVPD)
C -0.96288 -1.04460 1.01148
C 0.23570 -0.97314 1.48733
C 0.77217 1.66383 -0.07985
C -0.66333 1.68009 -0.08350
C 0.31801 -1.63854 -1.11590
N 0.06565 0.56298 -0.62446
N -0.00855 -0.67672 -0.06172
H -2.07790 -0.84470 1.13134
H 0.86213 -0.98009 2.30707
H 1.39927 2.38225 -0.77192
H 1.18283 1.54214 0.85444
H -1.25915 1.64975 0.79346
H -1.28839 2.15869 -0.83946
H -0.23451 -1.35634 -1.97608
H 1.44299 -1.54021 -1.24193
H 0.21595 -2.58538 -0.79029
```

Properties
Electronic energy = -304.948381 Eh
Total charge = +1
SMILES = C[N+]1(N2CC2)C=C1
E_HOMO = -14.7 eV
Orbital gap = 0.38711 Eh